No. 1
{"formula": "C40H110N10O10", "method": "the ωB97M-V functional and the def2-TZVPD basis", "multiplicity": 1, "smiles": "COC[C@H](C)N.COC[C@H](C)N.COC[C@H](C)N.COC[C@H](C)N.COC[C@H](C)N.COC[C@H](C)N.COC[C@H](C)N.COC[C@H](C)N.COC[C@H](C)N.COC[C@H](C)N", "relative_energy_kj_mol": 874.88, "orbital_gap_ev": 9.07, "lumo_energy_ev": 0.43, "species": ["C", "O", "C", "C", "C", "N", "H", "H", "H", "H", "H", "H", "H", "H", "H", "H", "H", "C", "O", "C", "C", "C", "N", "H", "H", "H", "H", "H", "H", "H", "H", "H", "H", "H", "C", "O", "C", "C", "C", "N", "H", "H", "H", "H", "H", "H", "H", "H", "H", "H", "H", "C", "O", "C", "C", "C", "N", "H", "H", "H", "H", "H", "H", "H", "H", "H", "H", "H", "C", "O", "C", "C", "C", "N", "H", "H", "H", "H", "H", "H", "H", "H", "H", "H", "H", "C", "O", "C", "C", "C", "N", "H", "H", "H", "H", "H", "H", "H", "H", "H", "H", "H", "C", "O", "C", "C", "C", "N", "H", "H", "H", "H", "H", "H", "H", "H", "H", "H", "H", "C", "O", "C", "C", "C", "N", "H", "H", "H", "H", "H", "H", "H", "H", "H", "H", "H", "C", "O", "C", "C", "C", "N", "H", "H", "H", "H", "H", "H", "H", "H", "H", "H", "H", "C", "O", "C", "C", "C", "N", "H", "H", "H", "H", "H", "H", "H", "H", "H", "H", "H"], "coordinates": [[-11.884, 5.799, 2.533], [-10.817, 5.299, 3.231], [-9.586, 6.028, 3.156], [-8.538, 5.058, 3.707], [-7.160, 5.626, 3.961], [-8.398, 3.910, 2.840], [-12.810, 5.502, 3.026], [-11.854, 5.324, 1.552], [-11.760, 6.881, 2.482], [-9.456, 6.219, 2.090], [-9.625, 6.880, 3.834], [-8.958, 4.693, 4.644], [-7.201, 6.366, 4.760], [-6.608, 6.046, 3.120], [-6.455, 4.941, 4.432], [-7.631, 3.328, 3.147], [-9.124, 3.252, 3.084], [0.390, 8.336, 4.162], [0.340, 6.988, 3.519], [1.234, 6.866, 2.409], [1.093, 7.998, 1.271], [-0.319, 7.957, 0.646], [2.095, 7.944, 0.232], [-0.355, 8.280, 4.956], [-0.002, 9.035, 3.424], [1.361, 8.662, 4.535], [2.210, 6.910, 2.892], [1.140, 5.908, 1.898], [1.313, 8.979, 1.693], [-0.609, 6.972, 0.279], [-0.315, 8.538, -0.276], [-1.041, 8.408, 1.327], [1.902, 8.737, -0.362], [1.879, 7.151, -0.354], [0.974, -2.486, 3.214], [0.726, -1.723, 2.102], [-0.088, -2.408, 1.085], [-0.468, -1.336, 0.017], [-1.501, -0.247, 0.337], [-0.991, -2.199, -1.054], [1.702, -1.925, 3.800], [1.452, -3.420, 2.919], [0.016, -2.608, 3.719], [0.558, -3.227, 0.768], [-0.938, -2.899, 1.559], [0.445, -0.770, -0.169], [-2.080, 0.228, -0.455], [-1.072, 0.388, 1.112], [-2.128, -0.836, 1.007], [-1.964, -2.120, -0.793], [-1.077, -1.712, -1.935], [-2.026, -0.343, 10.578], [-2.811, -0.295, 9.392], [-4.116, -0.905, 9.479], [-5.000, -0.437, 8.331], [-6.372, -1.102, 8.343], [-4.371, -0.739, 7.043], [-1.936, -1.419, 10.732], [-2.364, 0.097, 11.516], [-1.066, 0.056, 10.250], [-4.115, -1.974, 9.691], [-4.504, -0.361, 10.340], [-5.201, 0.630, 8.422], [-6.931, -1.010, 9.274], [-6.406, -2.134, 7.992], [-6.983, -0.680, 7.545], [-3.423, -0.448, 7.235], [-4.142, -1.668, 6.719], [11.085, -6.294, 0.370], [11.120, -5.756, 1.655], [10.389, -6.384, 2.662], [8.865, -6.403, 2.335], [8.381, -4.977, 2.137], [8.153, -6.900, 3.480], [10.492, -7.179, 0.140], [12.073, -6.743, 0.269], [11.019, -5.493, -0.367], [10.690, -7.430, 2.724], [10.577, -5.985, 3.659], [8.469, -6.942, 1.474], [7.375, -4.879, 1.729], [9.030, -4.345, 1.532], [8.396, -4.454, 3.094], [8.649, -7.670, 3.905], [8.055, -6.178, 4.179], [-7.524, -2.615, -2.910], [-6.832, -3.793, -2.633], [-7.287, -5.006, -3.149], [-6.506, -6.263, -2.710], [-6.338, -6.304, -1.222], [-5.157, -6.348, -3.338], [-7.634, -2.382, -3.969], [-7.052, -1.729, -2.485], [-8.523, -2.655, -2.475], [-8.279, -5.321, -2.823], [-7.219, -4.876, -4.229], [-7.033, -7.166, -3.019], [-5.442, -5.757, -0.929], [-6.293, -7.329, -0.853], [-7.133, -5.835, -0.643], [-4.761, -5.420, -3.380], [-4.526, -7.037, -2.953], [6.443, -3.624, -6.183], [6.647, -3.669, -7.481], [8.054, -3.762, -7.663], [8.300, -3.700, -9.235], [7.875, -2.298, -9.714], [7.394, -4.607, -9.830], [5.435, -3.403, -5.832], [7.097, -2.887, -5.717], [6.741, -4.508, -5.621], [8.568, -2.943, -7.161], [8.303, -4.752, -7.280], [9.235, -4.103, -9.627], [8.652, -1.605, -9.392], [6.962, -1.985, -9.207], [7.806, -2.157, -10.793], [6.938, -4.143, -10.603], [6.782, -5.009, -9.135], [8.468, -2.228, 10.575], [9.326, -2.770, 11.656], [10.587, -3.346, 11.252], [11.596, -2.237, 10.674], [12.994, -2.826, 10.482], [11.602, -1.186, 11.710], [9.003, -1.491, 9.976], [7.606, -1.664, 10.931], [8.196, -2.898, 9.759], [11.055, -3.808, 12.122], [10.528, -4.042, 10.416], [11.122, -1.791, 9.800], [13.610, -2.080, 9.979], [13.043, -3.634, 9.752], [13.540, -3.043, 11.400], [11.990, -1.503, 12.587], [10.622, -1.282, 11.933], [-6.646, 7.518, -6.254], [-6.033, 8.239, -7.334], [-6.490, 7.933, -8.660], [-6.227, 9.200, -9.464], [-6.846, 8.912, -10.884], [-4.773, 9.452, -9.584], [-6.954, 6.487, -6.429], [-7.385, 8.126, -5.733], [-5.912, 7.333, -5.469], [-5.997, 7.012, -8.970], [-7.576, 7.876, -8.598], [-6.586, 10.087, -8.943], [-6.892, 9.830, -11.470], [-7.898, 8.654, -10.768], [-6.317, 8.180, -11.493], [-4.589, 10.105, -10.332], [-4.555, 8.562, -10.008], [-2.251, 0.468, -7.342], [-1.735, -0.917, -7.515], [-2.418, -1.817, -8.355], [-1.570, -3.143, -8.508], [-0.516, -3.022, -9.582], [-2.327, -4.363, -8.826], [-2.263, 1.033, -8.274], [-1.694, 1.017, -6.583], [-3.287, 0.588, -7.026], [-3.321, -2.086, -7.807], [-2.637, -1.311, -9.295], [-1.066, -3.325, -7.559], [0.141, -3.890, -9.538], [0.125, -2.156, -9.416], [-0.881, -2.927, -10.604], [-2.639, -4.634, -7.905], [-1.630, -4.979, -9.222]]}


No. 2
{"formula": "C46H44NP2PtSi", "method": "the ωB97M-V functional and the def2-TZVPD basis", "total_charge": 1, "s2": 2.01, "multiplicity": 3, "relative_energy_kj_mol": 39.07, "orbital_gap_ev": [5.96, 6.48], "lumo_energy_ev": [-2.41, -3.30], "species": ["Pt", "C", "Si", "C", "C", "C", "C", "C", "C", "P", "C", "C", "C", "C", "C", "C", "C", "C", "C", "C", "C", "C", "C", "C", "C", "C", "C", "C", "P", "C", "C", "C", "C", "C", "C", "C", "C", "C", "C", "C", "C", "H", "H", "H", "H", "H", "H", "H", "H", "H", "H", "H", "H", "H", "H", "H", "H", "H", "H", "H", "H", "H", "H", "H", "H", "H", "H", "H", "H", "H", "H", "H", "C", "N", "C", "C", "C", "C", "C", "C", "C", "C", "H", "H", "H", "H", "H", "H", "H", "H", "H", "H", "H", "H", "H"], "coordinates": [[0.578, 0.269, -0.054], [-1.997, -2.040, 1.913], [-0.233, -1.515, 1.332], [0.691, -3.070, 0.676], [0.333, -4.345, 1.095], [1.022, -5.465, 0.666], [2.085, -5.334, -0.211], [2.447, -4.079, -0.660], [1.755, -2.955, -0.222], [2.219, -1.317, -0.862], [1.702, -1.396, -2.602], [0.714, -2.282, -3.021], [0.104, -2.103, -4.251], [0.478, -1.053, -5.072], [1.478, -0.183, -4.671], [2.082, -0.347, -3.441], [4.038, -1.414, -0.877], [4.822, -1.384, -2.025], [6.200, -1.438, -1.923], [6.803, -1.540, -0.681], [6.027, -1.562, 0.468], [4.652, -1.479, 0.373], [0.693, -1.040, 2.952], [0.787, -1.984, 3.964], [1.298, -1.657, 5.205], [1.720, -0.362, 5.458], [1.678, 0.585, 4.453], [1.184, 0.243, 3.195], [1.185, 1.504, 1.870], [0.158, 2.796, 2.633], [-1.196, 2.460, 2.710], [-2.083, 3.307, 3.342], [-1.634, 4.505, 3.877], [-0.298, 4.855, 3.776], [0.605, 4.004, 3.159], [2.901, 2.105, 1.812], [3.206, 3.303, 1.162], [4.521, 3.684, 0.970], [5.555, 2.873, 1.410], [5.267, 1.685, 2.060], [3.953, 1.292, 2.237], [-1.936, -2.731, 2.747], [-2.538, -2.533, 1.114], [-2.587, -1.191, 2.240], [-0.499, -4.463, 1.770], [0.735, -6.443, 1.020], [2.629, -6.204, -0.541], [3.276, -3.966, -1.345], [0.429, -3.111, -2.387], [-0.670, -2.780, -4.579], [-0.010, -0.898, -6.022], [1.785, 0.621, -5.325], [2.871, 0.324, -3.123], [4.362, -1.351, -3.002], [6.805, -1.412, -2.818], [7.877, -1.609, -0.610], [6.499, -1.651, 1.435], [4.035, -1.493, 1.264], [0.460, -2.995, 3.775], [1.348, -2.407, 5.979], [2.080, -0.097, 6.440], [2.019, 1.596, 4.638], [-1.531, 1.530, 2.263], [-3.127, 3.050, 3.420], [-2.324, 5.161, 4.387], [0.041, 5.796, 4.185], [1.652, 4.275, 3.098], [2.402, 3.952, 0.833], [4.754, 4.621, 0.484], [6.580, 3.175, 1.252], [6.077, 1.069, 2.424], [3.733, 0.355, 2.727], [0.453, 4.458, -3.541], [0.977, 4.036, -2.233], [2.003, 2.990, -2.361], [-0.122, 3.596, -1.297], [-0.978, 2.486, -1.844], [-1.980, 2.770, -2.773], [-2.760, 1.761, -3.297], [-2.591, 0.461, -2.844], [-1.643, 0.188, -1.877], [-0.793, 1.181, -1.376], [1.241, 4.893, -4.149], [-0.330, 5.202, -3.400], [0.038, 3.597, -4.062], [1.420, 4.853, -1.805], [1.518, 2.055, -2.642], [2.495, 2.835, -1.400], [2.748, 3.272, -3.105], [-0.730, 4.472, -1.065], [0.355, 3.232, -0.377], [-2.168, 3.790, -3.078], [-3.517, 1.992, -4.030], [-3.225, -0.327, -3.217], [-1.582, -0.826, -1.486]]}


No. 3
{"formula": "C4H5NO2", "method": "the ωB97M-V functional and the def2-TZVPD basis", "multiplicity": 1, "smiles": "O=CC(=O)N1CC1", "relative_energy_kj_mol": 300.52, "orbital_gap_ev": 9.75, "lumo_energy_ev": -0.17, "species": ["O", "C", "C", "O", "N", "C", "C", "H", "H", "H", "H", "H"], "coordinates": [[-1.735, 2.582, -0.443], [-0.925, 1.815, -0.005], [-1.159, 0.303, 0.033], [-2.229, -0.245, -0.069], [0.006, -0.324, 0.345], [1.312, -0.266, -0.181], [0.436, -1.633, 0.158], [0.039, 2.143, 0.446], [1.989, 0.329, 0.467], [1.606, -0.252, -1.222], [-0.246, -2.251, -0.472], [0.907, -2.199, 0.944]]}


| no. | molar mass (g/mol) | calculated total energy (eV) |
| --- | --- | --- |
| 1 | 891.38 | -78626.6999 |
| 2 | 895.98 | -79603.3222 |
| 3 | 99.09 | -9811.2001 |